18
Properties=species:S:1:pos:R:3:nbo_charge:R:1 method="wB97M-V/def2-TZVPD" spin_multiplicity=1 smiles=O.O.O.O.O.O lumo_ev=0.00 energy_ha=-458.624354 mol_weight_g_mol=108.09
O -3.43 0.97 0.52 -0.950
H -3.43 1.25 -0.40 0.476
H -4.05 1.57 0.95 0.478
O 0.28 -1.99 -0.66 -0.963
H 0.83 -2.56 -0.11 0.486
H -0.29 -2.59 -1.15 0.497
O 0.69 -0.43 -2.98 -0.961
H 0.72 -0.75 -2.06 0.484
H 1.52 0.03 -3.12 0.466
O 0.27 2.93 -0.27 -0.971
H 0.27 2.11 0.27 0.491
H 1.16 2.99 -0.63 0.462
O 2.55 -1.10 2.65 -0.926
H 2.78 -1.89 3.15 0.466
H 1.97 -1.40 1.95 0.460
O -0.35 0.42 0.91 -0.976
H -1.18 0.85 0.63 0.491
H -0.30 -0.38 0.35 0.489

18
Properties=species:S:1:pos:R:3:nbo_charge:R:1 method="wB97M-V/def2-TZVPD" spin_multiplicity=1 lumo_ev=-0.74 energy_ha=-458.483191 mol_weight_g_mol=108.09
O 1.81 1.35 -0.96 -0.951
H 1.92 1.82 -1.79 0.444
H 0.86 1.22 -0.89 0.441
O 0.48 -0.81 0.24 -0.996
H -0.07 -1.54 -0.04 0.454
H -0.04 -0.02 0.05 0.457
O 1.54 -2.26 1.74 -0.981
H 1.22 -1.75 2.48 0.453
H 1.28 -1.75 0.97 0.476
O -0.41 1.31 -0.60 -0.906
H -1.29 1.18 -0.96 0.513
H -0.21 2.23 -0.76 0.518
O -0.85 -2.42 -0.60 -0.861
H -1.74 -2.06 -0.54 0.482
H -0.62 -2.30 -1.53 0.488
O -1.36 1.77 1.41 -0.940
H -1.95 2.31 0.88 0.440
H -0.56 1.70 0.89 0.470

18
Properties=species:S:1:pos:R:3:nbo_charge:R:1 method="wB97M-V/def2-TZVPD" spin_multiplicity=1 smiles=O.O.O.O.O.O lumo_ev=-0.02 energy_ha=-458.623928 mol_weight_g_mol=108.09
O -0.02 0.77 0.34 -0.998
H -0.62 0.09 0.05 0.494
H 0.36 0.42 1.15 0.486
O 2.86 0.31 -0.10 -0.948
H 1.90 0.30 -0.01 0.478
H 3.19 0.30 0.80 0.456
O 0.97 -1.59 -2.77 -0.935
H 1.35 -2.42 -2.49 0.462
H 0.92 -1.06 -1.98 0.473
O 0.23 -0.60 2.51 -0.951
H -0.42 -0.83 3.17 0.491
H 1.02 -1.08 2.78 0.481
O -2.15 3.00 -0.14 -0.954
H -1.83 3.43 0.65 0.465
H -1.57 2.25 -0.26 0.486
O -1.76 -0.85 -1.21 -0.951
H -1.73 -1.80 -1.32 0.482
H -2.70 -0.64 -1.17 0.482

18
Properties=species:S:1:pos:R:3:nbo_charge:R:1 method="wB97M-V/def2-TZVPD" spin_multiplicity=1 smiles=O.O.O.O.O.O lumo_ev=-0.08 energy_ha=-458.627290 mol_weight_g_mol=108.09
O 0.25 2.05 1.70 -0.973
H -0.47 1.47 1.52 0.486
H 0.10 2.84 1.22 0.459
O 1.64 -1.71 -0.96 -0.971
H 1.82 -0.90 -0.45 0.497
H 2.00 -1.64 -1.85 0.492
O -0.89 -0.37 -1.00 -0.999
H -0.62 0.52 -1.18 0.496
H -0.23 -1.00 -1.32 0.491
O 0.06 -3.27 1.02 -0.944
H 0.51 -2.66 0.37 0.483
H -0.10 -2.71 1.75 0.454
O -1.89 0.44 1.66 -0.968
H -1.74 -0.13 0.87 0.510
H -1.66 -0.11 2.44 0.476
O 0.27 2.12 -1.71 -0.965
H 1.20 2.19 -2.01 0.488
H -0.24 2.86 -2.06 0.489

18
Properties=species:S:1:pos:R:3:nbo_charge:R:1 method="wB97M-V/def2-TZVPD" spin_multiplicity=1 smiles=O.O.O.O.O.O lumo_ev=0.19 energy_ha=-458.608117 mol_weight_g_mol=108.09
O -11.84 22.09 5.06 -0.980
H -12.49 21.73 4.51 0.486
H -11.57 22.96 4.70 0.485
O -13.55 20.60 3.66 -0.966
H -12.80 20.21 3.28 0.495
H -13.93 20.03 4.35 0.498
O -14.10 22.21 1.17 -0.941
H -14.00 22.07 2.14 0.478
H -14.49 21.41 0.91 0.461
O -8.74 23.34 4.37 -0.940
H -9.03 23.46 3.42 0.470
H -7.83 23.64 4.28 0.472
O -10.44 19.13 5.24 -0.939
H -11.16 19.63 5.52 0.466
H -10.18 18.51 5.92 0.473
O -9.95 21.91 6.89 -0.960
H -10.80 21.88 6.49 0.479
H -9.56 22.64 6.48 0.464

18
Properties=species:S:1:pos:R:3:nbo_charge:R:1 method="wB97M-V/def2-TZVPD" spin_multiplicity=1 smiles=O.O.O.O.O.O lumo_ev=0.18 energy_ha=-458.568517 mol_weight_g_mol=108.09
O -0.68 -1.20 -1.02 -0.935
H -0.83 -0.38 -1.46 0.463
H -0.07 -0.95 -0.31 0.470
O 1.98 -0.08 -0.31 -0.904
H 2.22 -0.66 -1.05 0.450
H 1.15 0.22 -0.58 0.452
O 1.37 1.90 0.55 -0.943
H 1.98 2.63 0.31 0.481
H 0.84 2.22 1.27 0.466
O 4.47 -0.70 0.02 -0.919
H 4.50 -1.03 0.95 0.467
H 4.02 -1.43 -0.41 0.453
O -3.78 1.44 -0.55 -0.939
H -4.19 0.68 -0.08 0.469
H -3.54 2.09 0.07 0.470
O -2.98 -1.99 0.87 -0.917
H -2.72 -1.09 0.44 0.468
H -3.75 -1.66 1.30 0.448